# H16NO11

A cluster of 9 separate species, H16NO11 in total in a non-equilibrium geometry (ωB97M-V with the def2-TZVPD basis set, the OMol25 dataset).

Structure (ORCA input):
```
! wB97M-V def2-TZVPD RIJCOSX def2/J DEFGRID3
* xyz -1 1
N 0.2505 0.2285 0.2601
O 0.2855 1.3365 0.7801
O 1.2215 -0.5045 0.1671
O -0.8525 -0.1405 -0.2509
O -0.0305 3.0155 3.0121
H -0.9275 3.3815 3.0791
H -0.0695 2.3915 2.3951
O -1.7465 -2.8115 1.5261
H -2.3205 -2.0885 1.1161
H -0.8075 -2.8185 1.1041
O 3.3425 0.4405 1.8741
H 4.1165 0.0585 1.5881
H 2.7115 0.1155 1.2261
O -0.9565 3.1375 -0.8239
H -0.4135 2.7055 -0.2539
H -0.4285 3.7935 -1.0719
O -1.9295 0.4835 -3.2849
H -1.9915 0.2415 -2.3039
H -2.5555 0.9465 -3.7199
O 3.4915 -0.9435 -2.2949
H 2.7755 -1.4035 -1.6129
H 3.2485 -1.2495 -3.1539
O 0.4715 -2.9975 -0.1779
H 0.4105 -2.0945 -0.5269
H 1.4225 -2.9705 -0.1879
O -3.0865 -1.0725 0.3101
H -3.4735 -0.4945 0.9371
H -2.1595 -0.6855 0.2881
*
```

Computed properties:
HOMO-LUMO gap: 9.43 eV
LUMO level: 2.91 eV
Energy relative to the best compared isomer or geometry (same formula, charge and spin): 2.679 eV
Maximum force: 6.4 eV/Å
Energy: -891.9031 a.u.


# H16O10V

A structure of composition H16O10V in a non-equilibrium geometry (ωB97M-V with the def2-TZVPD basis set, the OMol25 dataset).

Structure (ORCA input):
```
! wB97M-V def2-TZVPD RIJCOSX def2/J DEFGRID3
* xyz 1 1
O -11.7851 3.0093 4.4943
V -11.1679 3.6241 3.1899
O -10.4124 4.9506 3.5356
O -12.5130 1.6984 2.3778
H -12.5819 1.3288 3.2799
H -13.4410 1.7309 2.0828
O -9.6873 2.2706 2.9776
H -9.4720 1.8629 3.8342
H -8.8788 2.8114 2.8134
O -13.2201 4.5193 2.8153
H -13.7403 4.6567 3.6458
H -13.0325 5.3945 2.4455
O -7.6605 4.3215 2.9284
H -8.0726 4.7435 3.7011
H -6.7223 4.3583 3.1045
O -14.3319 4.4225 5.0456
H -13.7647 4.0838 5.7599
H -15.2508 4.1710 5.2302
O -11.2147 3.8569 1.0184
H -10.4410 4.0701 0.3957
H -11.8045 3.2036 0.5652
O -12.0561 2.0378 7.1471
H -11.5973 2.4088 7.9003
H -12.2058 1.1059 7.4021
O -8.8444 4.2469 0.5194
H -8.2436 4.3807 -0.2361
H -8.5270 4.8062 1.2296
*
```

Computed properties:
HOMO-LUMO gap: 10.44 eV
LUMO level: -3.43 eV
Energy relative to the best compared isomer or geometry (same formula, charge and spin): 0.000 eV
Maximum force: 2.9 eV/Å
Energy: -1705.8605 a.u.


# H16O8

A cluster of 8 separate species, H16O8 in total in a non-equilibrium geometry (ωB97M-V with the def2-TZVPD basis set, the OMol25 dataset).

Structure (ORCA input):
```
! wB97M-V def2-TZVPD RIJCOSX def2/J DEFGRID3
* xyz -1 2
O -0.6541 -2.1893 -0.9001
H -0.8612 -3.1217 -0.9639
H 0.2222 -2.1117 -1.2774
O 1.2055 -3.1654 1.9382
H 1.3914 -4.0807 1.7286
H 1.1234 -2.7361 1.0867
O 2.9093 -0.8591 1.1694
H 1.9792 -0.6537 1.0757
H 3.3481 -0.0094 1.1290
O 0.3142 -0.0007 0.3882
H -0.3407 0.6373 0.1048
H 0.1799 -0.7541 -0.1869
O -2.3848 -1.4797 1.6647
H -1.8482 -1.7677 0.9262
H -3.0498 -0.9142 1.2720
O -0.4980 3.4447 -1.0766
H -0.3761 3.8379 -1.9408
H -0.9867 2.6393 -1.2463
O -1.8745 1.0985 -2.0467
H -2.6293 1.2591 -2.6131
H -1.1423 0.9773 -2.6512
O 1.6464 3.0966 0.7868
H 0.9974 3.2480 0.0997
H 1.3287 3.6047 1.5332
*
```

Computed properties:
HOMO-LUMO gap (alpha / beta): 2.90 / 10.97 eV
LUMO level (alpha / beta): 2.96 / 3.23 eV
Energy relative to the best compared isomer or geometry (same formula, charge and spin): 0.586 eV
Maximum force: 1.2 eV/Å
Energy: -611.4846 a.u.


# H16O8

A cluster of 8 separate species, H16O8 in total in a non-equilibrium geometry (ωB97M-V with the def2-TZVPD basis set, the OMol25 dataset).

Structure (ORCA input):
```
! wB97M-V def2-TZVPD RIJCOSX def2/J DEFGRID3
* xyz 0 1
O -2.8530 -1.9928 0.1420
H -2.9936 -1.3761 0.8018
H -3.7909 -2.0817 -0.1464
O -2.7636 2.1197 0.3108
H -2.6333 2.4675 1.2145
H -2.0904 1.4768 0.2878
O 0.3601 0.7376 2.7307
H 0.9842 0.1093 3.0894
H -0.0740 0.3196 1.9398
O 2.0375 -2.1887 0.6448
H 1.7567 -1.4707 1.1869
H 2.4029 -2.8566 1.1790
O -0.8324 0.0362 0.3509
H -0.1457 0.1263 -0.2776
H -1.4929 -0.5881 0.0484
O 1.2443 0.4672 -1.3400
H 1.2577 1.3638 -1.6869
H 1.9186 -0.0669 -1.7310
O 2.9960 0.4740 0.9158
H 3.1981 1.2425 0.3858
H 2.2817 0.1965 0.2608
O -0.6262 0.3864 -3.5411
H -0.1520 1.2174 -3.7172
H 0.0102 -0.1191 -3.0492
*
```

Computed properties:
HOMO-LUMO gap: 10.37 eV
LUMO level: -0.25 eV
Energy relative to the best compared isomer or geometry (same formula, charge and spin): 2.798 eV
Maximum force: 3.4 eV/Å
Energy: -611.4798 a.u.


# H16O8

A cluster of 8 separate species, H16O8 in total in a non-equilibrium geometry (ωB97M-V with the def2-TZVPD basis set, the OMol25 dataset).

Structure (ORCA input):
```
! wB97M-V def2-TZVPD RIJCOSX def2/J DEFGRID3
* xyz 0 1
O -0.4337 -0.1995 0.9166
H -1.1842 0.1504 0.4234
H -0.6043 -1.1470 0.9622
O 4.2795 0.0035 -0.9033
H 3.7334 -0.7011 -0.5367
H 4.3179 0.6608 -0.1994
O -0.2183 -3.0091 -1.3503
H 0.2206 -3.8625 -1.4406
H 0.2500 -2.5801 -0.6253
O -5.2743 -0.5493 -0.1261
H -5.1884 0.2641 0.3838
H -4.9478 -0.3129 -1.0016
O 2.9813 1.4626 -1.1374
H 2.1132 1.5839 -0.7366
H 3.4120 2.3177 -1.0272
O 1.7461 -1.5152 3.1267
H 1.3618 -0.7054 3.4811
H 1.5966 -1.4495 2.1768
O -1.6346 4.2982 0.2764
H -1.2771 3.8329 -0.4882
H -1.2979 5.1964 0.1828
O -1.1589 -1.4915 -1.0521
H -1.6733 -1.7183 -0.2692
H -1.1193 -0.5286 -1.0359
*
```

Computed properties:
HOMO-LUMO gap: 8.80 eV
LUMO level: -0.34 eV
Energy relative to the best compared isomer or geometry (same formula, charge and spin): 7.557 eV
Maximum force: 6.9 eV/Å
Energy: -611.3049 a.u.


# H16O8

A structure of composition H16O8 in a non-equilibrium geometry (ωB97M-V with the def2-TZVPD basis set, the OMol25 dataset).

Structure (ORCA input):
```
! wB97M-V def2-TZVPD RIJCOSX def2/J DEFGRID3
* xyz 0 1
O 2.5382 0.2588 -0.4466
H 3.4389 0.0976 -0.6755
H 1.5601 -0.1430 2.1638
O -2.7677 0.6395 -0.5546
H -3.5837 0.4658 -1.0725
H -1.2891 1.1845 -0.6188
O 1.4288 1.9032 1.1190
H -0.9065 0.9278 2.6960
H 0.6182 2.0594 0.5987
O 1.1725 0.0878 -2.6644
H 1.6219 0.0779 -1.7797
H 1.1992 -0.8386 -2.9156
O -0.3390 1.4077 -0.6617
H 2.0015 1.4329 0.4673
H 0.0516 0.8760 -1.3856
O 1.7951 -0.9536 1.6566
H 2.1453 -0.5435 0.8294
H -1.6423 0.9972 2.5607
O -0.5929 -2.1499 0.1891
H -0.1366 -2.0325 1.0321
H -1.4956 -1.8075 0.4567
O -2.8777 -1.1371 0.9748
H -3.3948 -0.8024 1.7054
H -2.7376 -0.3902 0.2346
*
```

Computed properties:
HOMO-LUMO gap: 3.35 eV
LUMO level: -6.96 eV
Energy relative to the best compared isomer or geometry (same formula, charge and spin): 11.977 eV
Maximum force: 1.3 eV/Å
Energy: -611.1425 a.u.


# H16O8

A cluster of 8 separate species, H16O8 in total in a non-equilibrium geometry (ωB97M-V with the def2-TZVPD basis set, the OMol25 dataset).

Structure (ORCA input):
```
! wB97M-V def2-TZVPD RIJCOSX def2/J DEFGRID3
* xyz 0 1
O 0.8190 -0.7686 -0.7479
H 0.7310 -0.3816 0.1271
H -0.0140 -1.2116 -0.6799
O 0.2070 -0.1236 1.7981
H 0.3020 -1.0316 2.0951
H 0.4490 0.3654 2.5961
O 2.9180 0.7204 0.5791
H 3.1720 0.2484 1.3971
H 2.4580 -0.0066 0.1121
O 1.6770 3.0334 1.5151
H 2.4380 3.2024 2.0431
H 1.7610 2.1474 1.1651
O -3.1520 -1.7146 -3.0199
H -3.8420 -1.2996 -2.4159
H -2.3960 -1.5096 -2.4559
O 1.2490 1.2024 -2.3719
H 2.0730 1.1484 -2.8139
H 1.1240 0.3134 -2.0179
O -2.3470 0.7054 1.2831
H -1.4650 0.3574 1.4661
H -2.3450 0.7154 0.3411
O -1.6430 -2.0556 -0.2159
H -2.3790 -1.5036 -0.3739
H -1.7960 -2.5526 0.5941
*
```

Computed properties:
HOMO-LUMO gap: 10.02 eV
LUMO level: -0.51 eV
Energy relative to the best compared isomer or geometry (same formula, charge and spin): 2.753 eV
Maximum force: 2.6 eV/Å
Energy: -611.4815 a.u.


# H16O8

A cluster of 8 separate species, H16O8 in total in a non-equilibrium geometry (ωB97M-V with the def2-TZVPD basis set, the OMol25 dataset).

Structure (ORCA input):
```
! wB97M-V def2-TZVPD RIJCOSX def2/J DEFGRID3
* xyz 0 1
O 0.0192 1.8634 2.0647
H 0.5482 2.4298 2.5730
H -0.7187 2.4102 1.7647
O 3.0389 -0.6649 -0.8476
H 2.3193 -0.1394 -0.4336
H 3.7036 -0.8906 -0.1534
O -2.6381 0.1173 -0.5203
H -1.9669 -0.2761 -0.0355
H -2.4365 0.1934 -1.4564
O -0.1461 -0.5782 0.5748
H -0.3015 -1.2055 1.2766
H -0.3107 0.2728 1.0067
O -0.5655 -4.0763 0.8774
H 0.3502 -3.9344 0.6096
H -0.6225 -5.0289 0.9924
O 0.1558 -1.3863 -2.0835
H 0.2288 -1.4211 -1.0734
H 1.0028 -1.4039 -2.5088
O -1.5712 2.6347 -0.4182
H -1.3373 3.0985 -1.2608
H -2.0944 1.8346 -0.5999
O 1.4102 1.8883 -0.3303
H 0.8237 2.5637 -0.5921
H 1.1090 1.6989 0.5737
*
```

Computed properties:
HOMO-LUMO gap: 10.69 eV
LUMO level: 0.22 eV
Energy relative to the best compared isomer or geometry (same formula, charge and spin): 2.190 eV
Maximum force: 3.9 eV/Å
Energy: -611.5021 a.u.


# H16O8

A cluster of 8 separate species, H16O8 in total in a non-equilibrium geometry (ωB97M-V with the def2-TZVPD basis set, the OMol25 dataset).

Structure (ORCA input):
```
! wB97M-V def2-TZVPD RIJCOSX def2/J DEFGRID3
* xyz 0 1
O 1.7056 -2.2629 1.8259
H 1.1425 -3.0369 1.8306
H 1.5709 -1.8733 0.9620
O -0.2040 3.9702 2.1052
H -0.7872 3.3477 1.6707
H -0.1082 3.6289 2.9943
O 1.9169 -1.4081 -1.1061
H 1.7013 -2.2870 -1.4179
H 2.8164 -1.4808 -0.7867
O -1.5261 -1.5478 -2.3415
H -0.9688 -1.0006 -1.7881
H -1.0779 -1.5690 -3.1870
O -0.3300 -0.2131 0.7305
H 0.3049 -0.3461 0.0267
H -0.2259 0.7060 0.9770
O -1.7969 -2.1664 1.7111
H -1.2261 -1.4701 1.3859
H -1.9381 -2.7343 0.9536
O -1.3028 2.5213 0.0238
H -1.9581 3.0518 -0.4294
H -0.8178 2.0876 -0.6783
O 0.6520 1.3186 -1.7658
H 1.1404 2.1331 -1.8853
H 1.3168 0.6314 -1.8112
*
```

Computed properties:
HOMO-LUMO gap: 10.11 eV
LUMO level: -0.31 eV
Energy relative to the best compared isomer or geometry (same formula, charge and spin): 2.083 eV
Maximum force: 1.0 eV/Å
Energy: -611.5061 a.u.


# H16O8

A cluster of 8 separate species, H16O8 in total in a non-equilibrium geometry (ωB97M-V with the def2-TZVPD basis set, the OMol25 dataset).

Structure (ORCA input):
```
! wB97M-V def2-TZVPD RIJCOSX def2/J DEFGRID3
* xyz 0 1
O -0.1284 0.1188 -1.3908
H 0.4841 -0.4625 -1.8554
H -0.9916 -0.2836 -1.5387
O 3.9741 -2.1952 -0.0828
H 3.7416 -2.3554 0.8388
H 3.2059 -1.7373 -0.4422
O -1.4867 0.2310 1.6223
H -2.2899 0.1006 2.1390
H -0.7889 0.2903 2.2845
O 0.4310 -1.0829 1.4231
H 1.2195 -1.2250 1.9590
H 0.6620 -0.3360 0.8594
O 2.5221 0.6795 -0.7020
H 1.8426 1.1682 -1.1798
H 2.0780 0.3846 0.1010
O -3.6369 -1.2611 -1.2693
H -3.8432 -0.6283 -1.9665
H -2.6759 -1.2309 -1.2019
O -4.6511 0.8966 0.3648
H -5.1494 0.7743 -0.4512
H -3.8052 0.4692 0.1893
O 2.7993 2.5200 -0.1587
H 2.7469 2.7951 0.7635
H 3.7400 2.3701 -0.3057
*
```

Computed properties:
HOMO-LUMO gap: 9.04 eV
LUMO level: -0.02 eV
Energy relative to the best compared isomer or geometry (same formula, charge and spin): 5.116 eV
Maximum force: 6.6 eV/Å
Energy: -611.3946 a.u.


# H16O8

A cluster of 8 separate species, H16O8 in total in a non-equilibrium geometry (ωB97M-V with the def2-TZVPD basis set, the OMol25 dataset).

Structure (ORCA input):
```
! wB97M-V def2-TZVPD RIJCOSX def2/J DEFGRID3
* xyz 0 1
O -0.2497 0.4398 -0.3201
H 0.7004 0.2778 -0.3150
H -0.6344 -0.4134 -0.0899
O 4.2393 -3.0253 -1.4944
H 4.1680 -2.4592 -0.7176
H 4.8172 -2.5348 -2.0897
O 2.3762 1.9085 1.5068
H 1.6778 1.4129 1.9490
H 3.1851 1.6078 1.9360
O -3.1562 0.0524 -1.6239
H -3.5870 -0.5076 -2.2795
H -3.8758 0.5754 -1.2530
O 2.5117 3.4768 -0.7852
H 3.1866 4.1340 -0.5814
H 2.6327 3.3000 -1.7250
O -3.8885 0.9822 0.5426
H -3.1736 1.6272 0.5875
H -4.6528 1.4983 0.2625
O -1.9027 -1.8293 -0.3700
H -2.4950 -1.5349 -1.0711
H -2.3399 -2.6068 -0.0048
O 0.1751 -1.8000 2.8659
H 0.3504 -2.7087 3.1351
H -0.0648 -1.8733 1.9352
*
```

Computed properties:
HOMO-LUMO gap: 10.84 eV
LUMO level: 0.42 eV
Energy relative to the best compared isomer or geometry (same formula, charge and spin): 3.160 eV
Maximum force: 1.6 eV/Å
Energy: -611.4665 a.u.


# H16O8

A cluster of 8 separate species, H16O8 in total (ωB97M-V with the def2-TZVPD basis set, the OMol25 dataset).

Structure (ORCA input):
```
! wB97M-V def2-TZVPD RIJCOSX def2/J DEFGRID3
* xyz 0 1
O -1.8293 -2.0794 0.7381
H -2.5741 -1.8138 1.2837
H -2.0956 -2.0565 -0.1867
O 2.1549 1.2274 2.3503
H 1.5198 1.6774 2.9134
H 1.5923 0.6000 1.8815
O -0.6042 2.1386 -0.6075
H -1.2449 2.8326 -0.4028
H 0.3121 2.4690 -0.4173
O -1.8093 0.2018 -2.0769
H -1.2175 0.8853 -1.6969
H -1.6737 0.2772 -3.0127
O 0.0547 -0.2170 1.0185
H -0.5161 -0.9621 1.2104
H -0.4959 0.3974 0.5205
O -0.4980 -4.4513 0.2781
H -0.9602 -4.1858 1.0888
H 0.0067 -5.2303 0.5455
O 1.2334 0.4619 -1.6271
H 0.5571 0.0167 -2.1514
H 1.2432 0.0435 -0.7577
O 2.0420 2.8508 -0.4729
H 2.4555 2.9100 0.4126
H 2.3469 2.0067 -0.8315
*
```

Computed properties:
HOMO-LUMO gap: 11.40 eV
LUMO level: 0.33 eV
Energy relative to the best compared isomer or geometry (same formula, charge and spin): 1.444 eV
Maximum force: 1.0 eV/Å
Energy: -611.5295 a.u.